1.
C4H4FN | ωB97M-V/def2-TZVPD

The geometry in XYZ format:
```
10
Properties=species:S:1:pos:R:3:lowdin_charge:R:1
F -0.193 -2.718 2.764 0.19
C 0.573 -1.962 2.115 -0.35
H -2.349 -0.738 -0.695 -0.01
C -0.595 0.613 -0.665 -0.21
C 0.577 1.367 -1.053 -0.10
C -1.529 -0.141 -0.552 0.09
H 0.572 2.205 -0.409 0.07
H 1.379 0.725 -1.077 0.05
N 1.173 -1.160 1.583 0.18
H 0.393 1.809 -2.010 0.08
```

Calculated values
highest occupied orbital energy: -9.73 eV
SMILES: C#CC.N#CF
LUMO level: 0.509 eV

=====

2.
C4H12O3 | ωB97M-V/def2-TZVPD

The geometry in XYZ format:
```
19
Properties=species:S:1:pos:R:3:lowdin_charge:R:1
O 2.450 -3.018 0.295 -0.06
H 1.848 -3.000 1.111 0.08
O 0.378 -0.471 0.847 -0.05
C -1.354 -1.660 -0.527 -0.07
H -2.230 2.272 1.710 0.05
H -1.468 -2.573 0.043 0.07
C -1.521 1.908 1.038 -0.10
O 3.180 2.602 -2.208 -0.01
C -1.007 -0.471 0.273 -0.33
H 2.810 3.423 -1.940 0.02
H 1.008 -0.718 0.172 0.05
H 3.061 -2.427 0.640 -0.02
C -1.813 0.551 0.640 -0.15
H -0.636 -1.764 -1.474 0.13
H -2.336 -1.478 -0.991 0.07
H -2.939 0.376 0.294 0.15
H -1.632 2.432 0.043 0.12
H 2.840 2.060 -1.542 -0.01
H -0.638 1.954 1.575 0.05
```

Calculated values
highest occupied orbital energy: -8.81 eV
SMILES: C/C=C(/C)O.O.O
LUMO level: 0.396 eV

=====

3.
C2H12N2O3 | ωB97M-V/def2-TZVPD

The geometry in XYZ format:
```
19
Properties=species:S:1:pos:R:3:lowdin_charge:R:1
O 1.903 -0.052 1.436 -0.07
H -1.343 -1.263 -2.156 0.12
H -0.943 0.553 0.077 0.10
O 0.952 2.666 1.743 -0.07
O 1.585 -2.926 1.942 -0.06
H -1.563 1.882 -1.858 0.08
H 2.332 -0.859 1.152 0.02
H 0.891 2.602 0.784 0.02
H 1.203 0.244 0.849 -0.02
H -3.033 0.906 -1.943 0.08
H 1.558 1.950 1.986 0.01
C -2.232 1.234 -1.283 -0.12
H 1.659 -3.396 1.103 0.04
N -1.539 0.134 -0.630 -0.07
H 0.903 -1.548 -1.798 0.05
C -0.769 -0.680 -1.448 -0.33
H -2.749 1.879 -0.572 0.08
N 0.470 -0.805 -1.269 0.10
H 0.713 -2.519 1.885 0.04
```

Calculated values
highest occupied orbital energy: -10.04 eV
SMILES: [H]/N=C/NC.O.O.O
LUMO level: 0.562 eV

=====

4.
C3H5LuO3 | ωB97M-V/def2-TZVPD

The geometry in XYZ format:
```
12
Properties=species:S:1:pos:R:3:lowdin_charge:R:1
O -1.176 0.773 -1.364 -0.23
H -0.644 1.451 1.474 0.13
H 0.004 -2.410 0.212 0.13
O -1.109 -0.668 0.473 -0.01
H 1.823 -0.120 -0.058 0.11
C 0.149 -1.381 0.569 -0.14
O -0.372 1.543 0.557 -0.17
C 0.848 -0.458 -0.428 -0.03
H 0.546 -1.319 1.592 0.13
Lu -0.472 3.072 -1.308 1.79
H 0.969 -0.875 -1.434 0.11
C -0.567 0.391 -0.284 -0.81
```

Calculated values
highest occupied orbital energy (spin up / spin down): -12.69 / -13.44 eV
net charge: +1
multiplicity: 2
LUMO level (spin up / spin down): -5.141 / -6.553 eV

=====

5.
C5H9HgO3 | ωB97M-V/def2-TZVPD

The geometry in XYZ format:
```
18
Properties=species:S:1:pos:R:3:lowdin_charge:R:1
O -0.714 1.991 0.333 -0.11
C -2.675 -0.620 0.519 -0.09
C 1.724 -0.308 -0.233 -0.22
H -2.834 0.260 1.165 0.07
H 1.592 -0.024 -1.286 0.13
H -3.543 -0.674 -0.160 0.08
H -0.957 -1.445 -0.629 0.13
H 3.472 0.955 -0.091 0.08
H 3.198 -0.092 1.332 0.08
C -0.364 0.832 0.121 -0.50
H -2.654 -1.491 1.190 0.08
H 1.462 -1.368 -0.124 0.12
H 3.800 -0.793 -0.189 0.08
O 0.824 0.483 0.568 -0.01
O -1.462 0.443 -1.366 -0.42
Hg -2.604 2.374 -1.095 0.92
C 3.130 -0.035 0.238 -0.07
C -1.396 -0.488 -0.296 -0.33
```

Calculated values
highest occupied orbital energy (spin up / spin down): -8.07 / -7.93 eV
multiplicity: 2
LUMO level (spin up / spin down): 0.631 / -2.157 eV

=====

6.
C23H30BrMoO5 | ωB97M-V/def2-TZVPD

The geometry in XYZ format:
```
60
Properties=species:S:1:pos:R:3:lowdin_charge:R:1
C -1.327 -1.882 0.142 -0.26
C 2.227 0.769 0.484 -0.31
C -0.166 -0.822 -6.277 -0.05
H -2.257 -0.368 -6.216 0.15
C -1.300 -1.325 1.479 -0.25
H 1.137 1.598 -4.767 0.09
C 1.633 -1.464 0.767 -0.26
H -0.990 -2.876 -0.140 0.09
C -2.395 0.191 0.082 -0.30
Br -0.253 2.484 -0.178 -0.07
H 2.529 0.613 -1.739 0.08
C 2.239 0.138 -0.803 -0.24
C -1.322 0.060 -5.823 -0.21
H 0.674 3.058 -3.873 0.09
H 1.894 -2.010 -1.408 0.08
O -1.137 -1.971 -8.530 -0.06
H -2.229 -1.091 -1.771 0.06
H -0.143 1.778 -8.447 0.13
C 0.621 2.563 -4.852 -0.02
C -1.959 -0.043 1.440 -0.26
O 1.636 -0.606 -9.515 -0.04
O -1.525 1.748 -4.110 -0.09
C 1.886 -1.241 -0.635 -0.22
C -1.062 1.455 -6.470 -0.16
C 2.952 -0.915 -9.956 -0.04
O 2.393 -1.255 -7.497 0.13
C -0.636 -3.078 -9.302 -0.02
H -1.329 4.403 -4.620 0.09
H -0.439 -1.882 -6.352 0.13
H 2.563 1.777 0.709 0.07
H -1.015 4.221 -6.357 0.09
C -1.481 3.747 -5.483 -0.02
H -0.647 -0.084 -3.723 0.12
H 1.034 1.693 -7.102 0.12
H -1.462 -3.474 -9.891 0.09
H 2.999 -0.596 -10.992 0.09
H 0.196 -2.791 -9.957 0.10
O -0.992 -0.059 -9.756 0.15
C 0.209 -0.219 -7.647 -0.25
C -2.001 -0.940 -0.719 -0.25
H 1.135 3.192 -5.588 0.08
H 3.691 -0.385 -9.347 0.10
H 3.138 -1.990 -9.877 0.10
H -2.985 1.033 -0.255 0.08
C 1.531 -0.725 -8.178 -0.42
C -1.484 0.323 -4.324 -0.13
H 0.713 -0.719 -5.624 0.13
C -0.699 -0.710 -8.776 -0.43
H 1.466 -2.428 1.244 0.09
H 1.788 -0.067 2.539 0.08
C 1.823 -0.210 1.460 -0.24
H -2.557 3.651 -5.670 0.09
C 0.080 1.305 -7.484 -0.04
C -0.850 2.382 -5.228 -0.51
H -2.183 0.581 2.298 0.09
Mo -0.141 0.023 0.140 0.91
H -0.294 -3.829 -8.587 0.10
H -0.946 -1.833 2.370 0.09
H -1.983 1.770 -6.989 0.15
H -2.428 -0.098 -3.942 0.12
```

Calculated values
highest occupied orbital energy (spin up / spin down): -1.03 / -2.36 eV
net charge: -1
multiplicity: 3
LUMO level (spin up / spin down): 2.114 / 2.114 eV

=====

Computed ΔE to the lowest compared entry with this formula, charge and spin, in the same sequence as the records: 3.370, 1.990, 0.928, 0.000, 1.900, 0.297 eV.